Entry 1:
Here is one molecule with the formula CHFIN at a distorted geometry from OMol25. Energies are from ωB97M-V with the def2-TZVPD basis set.

XYZ file:
```
5
CHFIN (ωB97M-V with the def2-TZVPD basis set)
H -1.26 1.15 -0.32
N -0.35 0.97 0.08
C 0.29 -0.05 0.06
F 1.59 -0.08 0.75
I -0.28 -1.99 -0.57
```

Results
M = 172.93 Da
Max |F| = 0.064 Eh/bohr
Energy relative to the best compared isomer or geometry (same formula, charge and spin) = 8.3 kJ/mol
Lowest unoccupied orbital energy = -0.003 hartree
Frontier orbital gap = 10.253 eV
SMILES = [H]/N=C(/F)I
HOMO energy = -10.3213 eV

***

Entry 2:
Here is one molecule with the formula C9H12N4S2 at a distorted geometry from OMol25. Energies are from ωB97M-V with the def2-TZVPD basis set.

XYZ file:
```
27
C9H12N4S2 (ωB97M-V with the def2-TZVPD basis set)
C 0.05 -2.71 -0.65
C -0.09 -1.44 0.18
N 0.92 -0.95 0.76
C 0.88 0.27 1.26
N 2.10 0.74 1.74
C 2.55 1.94 1.02
C 3.15 -0.20 2.15
C -0.30 0.97 1.38
S -0.77 2.49 2.17
C -2.42 2.09 1.80
S -3.65 3.24 2.16
N -2.67 0.86 1.23
C -3.86 0.58 0.47
C -1.42 0.20 1.00
N -1.36 -0.95 0.28
H 1.06 -2.92 -0.74
H -0.55 -3.58 -0.15
H -0.28 -2.52 -1.68
H 2.44 1.81 0.00
H 2.03 2.86 1.19
H 3.60 2.01 1.22
H 3.68 0.20 3.09
H 2.83 -1.19 2.38
H 3.94 -0.35 1.37
H -3.92 1.05 -0.57
H -4.84 0.82 1.00
H -3.82 -0.45 0.21
```

Results
M = 240.36 Da
Max |F| = 0.094 Eh/bohr
Energy relative to the best compared isomer or geometry (same formula, charge and spin) = 0.0 kJ/mol
Lowest unoccupied orbital energy = 0.005 hartree
Frontier orbital gap = 8.306 eV
SMILES = Cc1nc(N(C)C)c2sc(=S)n(C)c2n1
HOMO energy = -8.1772 eV